Molecular formula: C15H42NO2PSSi2
Method: DFT, ωB97M-V/def2-TZVPD

Calculated values
E_LUMO ... 0.576 eV
Structure (SMILES) ... N[Si@@H](O[SiH2]CCCO)[PH2]=S.CCCCCC.CCCCCC
Orbital gap ... 0.341 hartree
2S+1 ... 1

Cartesian coordinates (Å):
N  4.6492  -2.1629  2.3123
Si  4.3638  -3.6619  1.5723
O  2.9087  -4.3141  1.9098
Si  1.8324  -5.2591  1.0676
C  0.7858  -4.2727  -0.1234
C  -0.6743  -4.1041  0.3351
C  -0.8482  -2.9544  1.3310
O  -1.8982  -3.1774  2.2630
P  4.4208  -3.1564  -0.6620
S  3.6944  -1.3701  -1.0082
H  4.4553  -1.3192  1.7860
H  5.4653  -2.0493  2.8948
H  5.4328  -4.6365  1.8670
H  2.6345  -6.2821  0.3449
H  0.9924  -5.9299  2.0824
H  0.8246  -4.7412  -1.1112
H  1.2467  -3.2848  -0.2601
H  -1.3285  -3.9594  -0.5268
H  -1.0302  -5.0158  0.8282
H  -1.1345  -2.0374  0.8125
H  0.1005  -2.7567  1.8495
H  -1.6910  -3.9602  2.7787
H  3.8397  -4.2156  -1.3921
H  5.7723  -3.3806  -1.0097
C  1.6721  5.6725  -1.7373
C  1.3455  4.5320  -0.7806
C  2.3670  3.3962  -0.8104
C  2.5025  2.6983  -2.1653
C  1.1972  2.1164  -2.7087
C  0.5894  1.0592  -1.7944
H  1.6777  5.3372  -2.7758
H  0.9421  6.4791  -1.6576
H  2.6581  6.0915  -1.5217
H  0.3489  4.1421  -1.0077
H  1.2863  4.9219  0.2394
H  2.1035  2.6590  -0.0471
H  3.3458  3.7919  -0.5200
H  3.2339  1.8892  -2.0692
H  2.9179  3.3955  -2.8979
H  1.3968  1.6728  -3.6877
H  0.4726  2.9174  -2.8833
H  1.3036  0.2517  -1.6213
H  -0.3096  0.6222  -2.2331
H  0.3105  1.4717  -0.8229
C  -5.8357  -0.0967  0.9810
C  -4.9765  0.4756  -0.1400
C  -3.4853  0.1887  0.0301
C  -2.8652  0.7480  1.3127
C  -3.0430  2.2539  1.5050
C  -2.4450  3.0872  0.3788
H  -5.5852  0.3470  1.9461
H  -6.8961  0.0854  0.8015
H  -5.6902  -1.1759  1.0698
H  -5.1403  1.5551  -0.2115
H  -5.3042  0.0601  -1.0967
H  -2.9456  0.5788  -0.8377
H  -3.3323  -0.8961  0.0195
H  -1.7959  0.5094  1.3081
H  -3.2819  0.2254  2.1774
H  -2.5868  2.5407  2.4560
H  -4.1076  2.4889  1.6006
H  -1.3753  2.8886  0.2744
H  -2.5664  4.1553  0.5653
H  -2.9173  2.8647  -0.5797